Computed, not measured: a structure of composition C18H28GaNS at a distorted geometry, with ωB97M-V/def2-TZVPD.

ORCA input file:
```
! wB97M-V def2-TZVPD RIJCOSX def2/J DEFGRID3
* xyz 2 1
C -2.487 -0.414 -0.034
H -3.192 -0.767 0.739
H -2.640 0.666 -0.142
H -0.415 0.577 1.870
C -2.684 -1.142 -1.367
H -1.955 -0.764 -2.106
H -2.501 -2.223 -1.244
C -4.118 -0.917 -1.874
H -4.296 -1.525 -2.765
H -4.854 -1.200 -1.109
H -4.276 0.136 -2.141
C 1.949 0.998 -0.900
C 1.076 0.882 -2.013
C -0.043 1.735 -1.783
C 0.141 2.371 -0.522
C 1.375 1.915 0.021
C 1.984 2.337 1.303
C -0.769 3.352 0.109
C -1.166 1.975 -2.716
C 1.311 0.034 -3.199
C 3.245 0.308 -0.730
Ga -0.758 -0.542 0.855
H -0.657 3.367 1.200
H -0.544 4.367 -0.252
H -1.822 3.151 -0.127
H 1.227 2.706 2.005
H 2.527 1.513 1.785
H 2.709 3.151 1.140
H 3.249 -0.662 -1.241
H 4.073 0.905 -1.148
H 3.473 0.141 0.331
H 0.378 -0.154 -3.743
H 2.009 0.517 -3.902
H 1.750 -0.933 -2.918
H -2.126 2.088 -2.188
H -1.006 2.901 -3.296
H -1.266 1.157 -3.443
S 0.558 -2.184 -0.029
C 0.722 -2.657 1.647
N 1.994 -2.636 2.176
C 2.219 -2.605 3.529
C 1.145 -2.718 4.394
C -0.157 -2.824 3.885
C -0.369 -2.837 2.507
H 2.783 -2.549 1.529
H 3.261 -2.486 3.832
H 1.323 -2.744 5.467
H -1.018 -2.879 4.550
H -1.363 -2.889 2.058
*
```

Strongest force on any atom (eV/A): 1.242
LUMO (spin up / spin down) (Eh): -0.320 / -0.320
Energy above the lowest of the compared OMol25 structures with the same formula, charge and spin (kcal/mol): 0.0
Orbital gap (spin up / spin down) (eV): 6.4 / 6.5